{"formula": "C7H14", "method": "ωB97M-V/def2-TZVPD", "species": ["C", "C", "C", "C", "C", "C", "C", "H", "H", "H", "H", "H", "H", "H", "H", "H", "H", "H", "H", "H", "H"], "xyz": [[1.49687, 1.67386, 0.17619], [1.20601, 0.18442, -0.01703], [1.52011, -0.64126, 1.15936], [-0.92322, -0.84178, 1.21654], [-0.32880, -0.26417, -0.11338], [-1.22786, 0.92922, -0.44020], [-0.43897, -1.30995, -1.23398], [1.21291, 2.27777, -0.69425], [2.57389, 1.80777, 0.32848], [0.99434, 2.06908, 1.06411], [1.69155, -0.15627, -0.94569], [1.53882, -1.68984, 0.79141], [-0.41152, -1.69679, 1.67288], [-1.92715, -1.19469, 0.96372], [-1.02358, -0.06774, 1.98411], [-2.26657, 0.57741, -0.48360], [-0.97918, 1.39577, -1.39847], [-1.16990, 1.69088, 0.34280], [0.33553, -2.08178, -1.15472], [-1.41357, -1.81079, -1.20125], [-0.33466, -0.83717, -2.21907]], "lowdin_charge": [-0.095, -0.440, 0.163, -0.091, -0.551, -0.071, -0.062, 0.074, 0.076, 0.077, 0.133, 0.021, 0.074, 0.084, 0.090, 0.091, 0.088, 0.082, 0.083, 0.084, 0.088], "e_lumo_ev": 0.3, "energy_ev": -7482.114, "homo_energy_ev": -8.4, "homo_lumo_gap_ev": 8.73}

=====

{"formula": "CH2FN5", "method": "ωB97M-V/def2-TZVPD", "species": ["C", "N", "N", "N", "N", "N", "F", "H", "H"], "xyz": [[-2.28643, 0.07354, 0.18972], [-3.20318, 0.76063, 0.15729], [-1.49219, -0.91915, 0.41150], [-0.34257, -1.10921, 0.27393], [1.84626, -0.21759, -0.40420], [0.66050, 0.19365, -0.70461], [0.17552, 1.29041, 0.36780], [2.02365, -0.43105, 0.57564], [2.61844, 0.35877, -0.86706]], "lowdin_charge": [-0.314, 0.209, 0.023, 0.189, -0.029, -0.047, -0.267, 0.091, 0.144], "e_lumo_ev": -1.3, "energy_ev": -11230.589, "homo_energy_ev": -9.7, "homo_lumo_gap_ev": 8.36}

=====

{"formula": "C2H3ClSi", "method": "ωB97M-V/def2-TZVPD", "species": ["C", "C", "Si", "Cl", "H", "H", "H"], "xyz": [[-0.33968, 1.65964, 1.41472], [-0.55027, 0.73118, 0.68639], [0.23700, -1.11595, -0.69667], [0.12971, -0.41261, -2.54759], [-0.21094, 2.55474, 1.93454], [-0.93528, -1.99718, -0.42043], [1.66946, -1.41981, -0.37095]], "lowdin_charge": [-0.109, -0.226, 0.248, 0.255, -0.020, -0.079, -0.069], "e_lumo_ev": 0.1, "energy_ev": -22519.961, "homo_energy_ev": -9.9, "homo_lumo_gap_ev": 9.99}